1.
{
  "formula": "C52H119F6FeN5O16S2",
  "method": "wB97M-V/def2-TZVPD",
  "elements": ["Fe", "C", "F", "F", "F", "S", "O", "O", "O", "C", "F", "F", "F", "S", "O", "O", "O", "C", "C", "C", "C", "C", "C", "N", "O", "C", "C", "C", "H", "H", "H", "H", "H", "H", "H", "H", "H", "H", "H", "H", "H", "H", "H", "H", "H", "H", "H", "C", "C", "C", "C", "C", "C", "N", "O", "C", "C", "C", "H", "H", "H", "H", "H", "H", "H", "H", "H", "H", "H", "H", "H", "H", "H", "H", "H", "H", "H", "C", "C", "C", "C", "C", "C", "N", "O", "C", "C", "C", "H", "H", "H", "H", "H", "H", "H", "H", "H", "H", "H", "H", "H", "H", "H", "H", "H", "H", "H", "C", "C", "C", "O", "H", "H", "H", "H", "H", "H", "H", "H", "C", "C", "C", "O", "H", "H", "H", "H", "H", "H", "H", "H", "C", "C", "C", "O", "H", "H", "H", "H", "H", "H", "H", "H", "C", "C", "C", "O", "H", "H", "H", "H", "H", "H", "H", "H", "C", "C", "C", "O", "H", "H", "H", "H", "H", "H", "H", "H", "C", "C", "C", "O", "C", "N", "H", "H", "H", "H", "H", "H", "H", "H", "H", "H", "H", "C", "C", "C", "O", "C", "N", "H", "H", "H", "H", "H", "H", "H", "H", "H", "H", "H"],
  "coordinates": [[-0.754, 2.565, 3.327], [-0.700, 0.438, -0.562], [-0.217, 0.248, -1.763], [-1.950, 0.826, -0.646], [-0.623, -0.641, 0.169], [0.152, 1.942, 0.213], [-0.396, 3.024, -0.528], [-0.469, 1.938, 1.594], [1.563, 1.735, 0.260], [-4.431, 1.536, 2.438], [-5.635, 1.047, 2.380], [-3.661, 0.848, 1.612], [-4.426, 2.850, 2.118], [-3.816, 1.386, 4.191], [-2.469, 1.859, 3.955], [-4.589, 2.240, 5.044], [-3.899, -0.038, 4.434], [-0.223, -4.936, -3.059], [-0.674, -4.255, -4.410], [-2.135, -4.822, -4.665], [-2.915, -3.983, -5.639], [-2.882, -2.505, -5.226], [-1.491, -1.943, -5.030], [-0.835, -2.846, -4.143], [0.425, -2.233, -3.942], [-0.855, -1.642, -6.392], [-1.727, -0.624, -4.260], [0.299, -4.599, -5.498], [-0.772, -4.509, -2.241], [0.850, -4.911, -2.930], [-0.333, -6.005, -3.179], [-1.967, -5.878, -4.924], [-2.572, -4.747, -3.648], [-3.933, -4.333, -5.824], [-2.267, -4.001, -6.511], [-3.373, -2.572, -4.233], [-3.412, -1.818, -5.918], [0.178, -1.388, -6.228], [-0.982, -2.522, -6.996], [-1.357, -0.833, -6.972], [-2.499, -0.028, -4.688], [-1.998, -0.821, -3.211], [-0.786, 0.001, -4.196], [1.041, -5.364, -5.301], [0.842, -3.716, -5.874], [-0.271, -4.861, -6.405], [0.560, -2.425, -3.022], [3.068, -1.590, -1.120], [4.336, -1.860, -1.970], [3.912, -2.332, -3.323], [3.412, -1.225, -4.261], [4.413, -0.076, -4.333], [4.743, 0.449, -2.946], [5.230, -0.701, -2.174], [5.478, -0.158, -0.800], [5.947, 1.360, -3.045], [3.529, 1.189, -2.382], [5.230, -3.018, -1.384], [2.897, -2.454, -0.537], [2.188, -1.433, -1.798], [3.223, -0.674, -0.545], [4.732, -2.747, -3.828], [3.174, -3.107, -3.086], [2.468, -0.768, -3.938], [3.304, -1.665, -5.248], [4.016, 0.766, -4.885], [5.317, -0.441, -4.838], [5.777, 1.941, -3.999], [5.969, 2.130, -2.256], [6.925, 0.898, -3.113], [3.561, 1.267, -1.303], [3.564, 2.206, -2.709], [2.559, 0.823, -2.675], [5.279, -2.841, -0.333], [6.211, -2.989, -1.895], [4.654, -3.955, -1.505], [6.314, -0.568, -0.523], [-2.481, -6.622, 2.410], [-3.579, -5.990, 1.572], [-4.527, -5.346, 2.530], [-5.496, -4.345, 1.814], [-4.744, -3.301, 1.073], [-3.779, -3.959, 0.015], [-2.972, -4.935, 0.745], [-1.984, -5.392, -0.160], [-4.609, -4.400, -1.203], [-2.840, -2.829, -0.425], [-4.343, -7.140, 0.770], [-1.833, -5.768, 2.573], [-1.939, -7.401, 1.868], [-2.925, -7.067, 3.282], [-5.106, -6.155, 3.002], [-4.035, -4.746, 3.331], [-6.160, -3.931, 2.553], [-6.197, -4.832, 1.123], [-4.210, -2.618, 1.698], [-5.428, -2.743, 0.385], [-5.413, -5.052, -0.908], [-5.046, -3.621, -1.854], [-4.091, -5.089, -1.868], [-3.309, -1.896, -0.247], [-1.930, -2.894, 0.129], [-2.734, -2.874, -1.501], [-5.152, -6.738, 0.151], [-4.788, -7.893, 1.486], [-3.700, -7.704, 0.150], [-2.525, -5.856, -0.825], [-3.182, 6.626, -1.051], [-3.550, 5.732, 0.151], [-4.921, 5.039, -0.171], [-2.567, 4.743, 0.480], [-3.859, 7.503, -1.111], [-3.182, 6.189, -2.035], [-2.225, 7.013, -0.747], [-3.688, 6.282, 1.077], [-5.028, 4.244, 0.557], [-4.930, 4.626, -1.177], [-5.789, 5.674, -0.075], [-2.147, 4.273, -0.288], [0.142, -2.787, 2.925], [-1.279, -2.476, 3.434], [-1.527, -3.252, 4.733], [-1.306, -1.031, 3.765], [0.894, -2.364, 3.603], [0.417, -2.331, 1.973], [0.230, -3.878, 2.849], [-2.000, -2.673, 2.627], [-2.613, -3.296, 4.950], [-1.133, -2.640, 5.607], [-1.140, -4.246, 4.766], [-2.258, -0.778, 3.938], [3.084, 6.601, 0.248], [3.264, 5.106, -0.022], [4.740, 4.766, 0.027], [2.538, 4.396, 0.958], [2.061, 6.887, 0.297], [3.510, 7.232, -0.592], [3.520, 6.859, 1.186], [2.869, 4.787, -0.994], [5.386, 5.424, -0.580], [5.007, 3.747, -0.390], [5.029, 4.834, 1.114], [2.499, 3.443, 0.688], [-0.895, 4.666, -5.575], [-0.740, 3.326, -4.824], [0.672, 3.073, -4.264], [-1.583, 3.293, -3.679], [-0.653, 5.530, -4.956], [-1.894, 4.813, -5.961], [-0.391, 4.583, -6.523], [-1.010, 2.477, -5.473], [0.602, 2.214, -3.594], [1.227, 3.889, -3.784], [1.376, 2.751, -5.057], [-2.373, 2.741, -3.830], [4.626, -0.936, 2.358], [4.162, 0.473, 2.640], [4.569, 1.529, 1.618], [2.657, 0.497, 2.760], [4.311, -1.624, 3.170], [5.701, -1.038, 2.230], [4.141, -1.221, 1.424], [4.376, 0.782, 3.679], [4.293, 2.479, 2.095], [3.962, 1.528, 0.708], [5.613, 1.530, 1.357], [2.265, 0.329, 1.911], [-0.522, 0.928, 6.894], [0.699, 1.119, 5.978], [1.642, 0.056, 6.251], [2.987, 0.461, 5.838], [3.845, -0.609, 6.003], [0.328, 1.108, 4.504], [-1.311, 1.654, 6.697], [-0.128, 1.027, 7.879], [-0.957, -0.092, 6.783], [1.157, 2.092, 6.203], [1.517, -0.860, 5.717], [1.664, -0.053, 7.335], [4.793, -0.186, 5.600], [3.593, -1.430, 5.357], [3.879, -0.950, 7.018], [-0.295, 0.246, 4.341], [1.172, 1.036, 3.950], [-0.989, 7.007, 2.694], [-0.535, 5.579, 2.675], [0.672, 5.310, 3.616], [0.839, 3.893, 3.695], [2.263, 3.568, 3.974], [-1.573, 4.630, 3.106], [-1.846, 7.080, 2.051], [-0.202, 7.669, 2.434], [-1.268, 7.183, 3.741], [-0.222, 5.305, 1.695], [0.549, 5.775, 4.616], [1.565, 5.734, 3.143], [2.696, 4.358, 4.582], [2.806, 3.327, 3.037], [2.320, 2.692, 4.542], [-2.236, 4.483, 2.323], [-1.953, 4.921, 3.991]],
  "atomic_forces_ev_per_a": [[0.68, 1.12, 1.10], [0.64, 2.54, 1.72], [0.56, -0.72, -1.20], [-1.21, -0.32, -0.42], [0.31, -0.92, 0.20], [-2.31, -0.07, 2.36], [0.32, 0.58, -1.03], [0.96, -1.22, -2.77], [0.87, -0.45, -0.40], [0.61, 0.70, 2.02], [-1.49, -0.16, -0.54], [0.39, 0.08, -0.53], [-0.06, -0.68, -0.33], [-1.26, -0.10, -0.39], [0.61, -0.01, 0.55], [0.05, -0.20, -0.38], [0.23, -0.20, 0.05], [0.53, 0.24, -1.39], [-1.87, -2.70, 2.44], [0.91, 0.51, 1.71], [1.17, 0.61, -0.97], [-1.50, -1.12, 0.72], [-3.48, 1.74, 0.20], [4.56, 1.88, -2.74], [-2.06, -0.64, 0.32], [0.14, -0.20, -0.10], [2.31, 0.52, 1.35], [0.31, 1.40, -2.57], [-0.17, -0.22, 0.65], [0.41, 0.79, 0.25], [-0.80, -0.24, 0.12], [-0.45, 0.39, -0.06], [-0.24, -0.43, -0.48], [0.33, -0.03, -0.14], [-0.68, -0.50, -1.02], [-0.08, 0.95, -0.38], [0.04, -0.67, 0.52], [0.49, 0.10, -0.33], [0.46, -0.38, -0.47], [0.11, -0.36, 1.06], [-0.59, 0.20, -0.60], [-0.09, -0.05, -0.39], [-1.02, -0.67, -0.27], [-0.22, -0.15, 0.50], [0.11, -0.28, 0.51], [0.15, -0.38, 0.34], [1.14, -0.28, 1.38], [0.31, 1.09, -1.51], [0.74, -0.07, 0.14], [-1.24, 0.91, -0.28], [-0.27, 0.21, 0.28], [0.29, -0.83, 0.02], [0.48, -0.66, 0.21], [-0.15, -0.15, 2.05], [0.12, -0.58, -1.03], [-0.52, 2.37, -1.11], [0.40, 0.19, 0.49], [-1.37, 0.89, -0.67], [-0.42, -0.77, 1.02], [0.62, 0.01, 0.61], [-0.31, -0.45, 0.26], [1.27, -1.02, -0.61], [-0.09, -0.13, -0.64], [-0.11, -0.45, -0.14], [-0.37, 0.06, -0.22], [-0.13, 0.12, -0.40], [0.01, 0.25, 0.13], [0.45, -0.32, 0.82], [0.03, -0.46, -0.09], [-0.15, -0.44, 0.03], [0.02, -0.18, 0.18], [0.07, 0.82, -0.48], [-0.25, -0.41, -0.05], [0.62, -0.02, 0.89], [-0.58, -0.33, 0.40], [0.65, 0.23, -0.14], [-0.25, 0.14, -0.35], [0.31, 0.09, -1.20], [-0.21, -1.66, -1.12], [-1.74, 1.49, 0.09], [-0.32, -1.23, 0.63], [-0.38, -0.44, -2.47], [-0.64, 1.65, 1.19], [-0.13, 0.64, -0.24], [-0.44, -0.97, -0.21], [-0.21, -1.18, -0.19], [-0.50, -0.91, -0.42], [-0.84, 0.82, 1.53], [0.46, -0.25, 0.81], [0.06, 0.16, 0.02], [0.09, 0.00, 0.60], [0.18, 0.37, 0.04], [0.08, -0.61, -0.53], [-0.15, 0.43, 0.45], [0.32, -0.32, 0.07], [0.41, 0.42, 0.46], [0.27, 0.08, 0.96], [-0.71, 0.10, 0.32], [0.45, 0.06, 0.65], [0.64, 0.14, -0.29], [-0.45, 1.10, 0.33], [0.73, 0.09, 0.06], [0.74, -0.09, -0.46], [0.06, -0.15, 0.22], [0.44, 0.94, -0.59], [0.98, -0.51, -0.79], [0.58, -0.16, -0.04], [-0.16, 1.03, 1.85], [-1.91, -1.12, -1.88], [1.00, -0.19, 0.68], [0.51, -0.19, -0.95], [0.19, -0.53, 0.20], [0.20, -0.68, -0.11], [0.78, 0.40, -0.64], [0.17, 0.39, -0.06], [-0.25, -0.23, -0.12], [0.15, -0.12, -0.08], [-0.06, 0.53, 0.04], [-0.67, 0.75, 0.79], [-0.20, 0.20, 0.11], [1.32, 1.14, 0.47], [-1.26, 1.73, 1.05], [-1.47, -1.25, -0.59], [-0.20, -0.39, 0.29], [-0.49, -0.04, -0.22], [0.27, 0.28, -0.01], [0.01, -0.07, 0.40], [0.41, -0.11, -0.19], [-0.06, -0.83, -1.14], [0.38, -0.67, -0.14], [0.98, -0.23, -0.09], [0.46, 0.04, -1.90], [0.19, 0.33, -0.67], [1.21, -0.91, 0.33], [-0.15, -1.16, 0.17], [-1.13, -0.01, 0.05], [-0.15, -0.80, 1.06], [0.61, 0.24, 0.64], [-0.10, 0.49, -0.19], [-0.49, 0.14, 0.39], [-0.61, 0.78, 0.77], [0.11, -0.17, -1.09], [-0.05, 1.11, 0.33], [-0.42, -1.04, -0.04], [0.39, 0.59, 0.37], [0.78, -0.69, -1.04], [-1.10, -0.36, 0.36], [0.38, -0.14, -0.18], [-0.77, -0.12, 0.48], [1.11, 0.40, -0.14], [0.18, 0.29, -0.08], [0.05, 0.23, 0.23], [-0.81, 0.09, 0.16], [-0.42, 0.12, 0.00], [0.60, 0.57, -0.05], [-0.62, -0.37, 0.30], [-1.79, 0.28, 0.58], [-1.00, 0.67, 0.83], [1.69, -0.20, 0.49], [0.11, 0.38, -0.54], [0.14, 0.23, 0.02], [0.12, -0.35, -0.02], [0.49, -0.04, -0.62], [0.50, 0.02, -0.27], [0.21, -0.55, 0.12], [0.43, -0.06, -0.02], [-0.12, -0.01, -0.85], [-0.16, -0.51, -1.34], [-2.06, 1.03, -1.82], [3.14, 0.39, 0.63], [-1.91, 0.53, 0.44], [1.54, 1.07, -1.27], [-1.45, -0.59, 1.06], [0.10, 0.01, 0.08], [-0.14, 0.15, 1.00], [0.29, 0.63, 0.01], [-0.03, -0.25, 0.01], [-1.02, -0.85, -0.12], [0.17, -0.66, 0.19], [-0.09, -0.78, 0.84], [-0.36, -0.71, -0.38], [0.38, -0.18, 0.75], [1.37, 1.23, 0.08], [0.36, -0.51, -0.03], [-0.43, -0.97, 1.31], [0.82, -0.87, 1.45], [-0.31, 0.64, -1.08], [2.06, 0.24, 0.65], [-0.72, 0.44, -1.06], [0.33, -0.60, -0.96], [-0.31, 0.45, -0.26], [0.63, 0.78, -0.44], [-0.24, 0.51, -0.23], [0.20, -0.44, -0.85], [-0.09, -0.41, -0.27], [-0.09, 0.00, 0.14], [0.11, 0.21, -0.33], [-0.50, 0.87, 0.54], [-0.28, -1.31, 0.93], [-0.03, 0.38, 0.84], [-0.76, 0.09, 0.01]],
  "homo_ev": [-10.22, -9.51],
  "total_charge": 1,
  "spin_multiplicity": 6,
  "homo_lumo_gap_ev": [8.25, 2.40]
}

2.
{
  "formula": "C8H8",
  "method": "wB97M-V/def2-TZVPD",
  "elements": ["C", "C", "C", "C", "C", "C", "H", "H", "H", "H", "H", "H", "C", "C", "H", "H"],
  "coordinates": [[-1.042, 1.291, 1.506], [0.158, 1.460, 0.845], [0.445, 0.683, -0.302], [-0.261, -0.464, -0.619], [-1.416, -0.719, 0.180], [-1.842, 0.156, 1.149], [-1.437, 1.841, 2.442], [0.771, 2.289, 1.041], [1.350, 0.951, -0.879], [-0.211, -1.080, -1.521], [-2.105, -1.476, -0.027], [-2.678, -0.080, 1.756], [1.699, -0.775, -1.697], [2.341, -1.617, -1.086], [1.131, -0.194, -2.355], [2.686, -2.329, -0.307]],
  "atomic_forces_ev_per_a": [[-1.47, -1.24, 1.61], [-1.42, -0.41, -1.19], [0.76, 0.58, 0.63], [-3.71, 0.48, 1.04], [0.76, 1.56, -0.35], [2.05, 1.13, 0.55], [1.17, -0.45, -1.84], [0.84, 0.91, 0.39], [-0.96, 0.33, 0.85], [-0.11, 0.40, 0.89], [-0.53, -1.54, -0.58], [-0.87, -0.07, 0.22], [4.06, -3.69, -0.14], [-0.60, 0.58, -0.10], [0.29, 0.41, -0.76], [-0.26, 1.04, -1.23]],
  "de_lowest_ev": 3.946,
  "homo_ev": -8.84,
  "smiles": "c1ccccc1.C#C",
  "homo_lumo_gap_ev": 9.80
}

3.
{
  "formula": "AlHO",
  "method": "wB97M-V/def2-TZVPD",
  "elements": ["Al", "O", "H"],
  "coordinates": [[0.997, -20.657, 16.742], [-0.117, -20.383, 19.509], [0.320, -20.604, 20.354]],
  "atomic_forces_ev_per_a": [[-0.26, 0.06, 0.74], [-0.48, 0.30, -1.90], [0.73, -0.36, 1.15]],
  "de_lowest_ev": 1.294,
  "homo_ev": -24.02,
  "total_charge": 2,
  "homo_lumo_gap_ev": 5.70
}